Record 1
C13H23F3FeNO4P2 | ωB97M-V/def2-TZVPD

Output
- frontier orbital gap (spin up / spin down) (eV) = 9.04 / 5.81
- ⟨S²⟩ = 8.768
- total charge = +2
- spin multiplicity = 6

Last column: natural (NBO) charge in e.
CARTESIAN COORDINATES (ANGSTROEM)
Fe 0.22825 -0.37244 0.13020  1.64
P 2.35285 0.18022 -0.61787  1.03
C 2.61860 -1.26430 -1.69659  -0.84
C 1.77597 -2.44500 -1.35083  0.30
N 0.57568 -2.11433 -0.84023  -0.66
C -0.37545 -3.04704 -0.73940  0.22
C -0.11850 -4.35182 -1.10710  -0.22
C 1.10877 -4.74114 -1.64971  -0.05
C 2.06492 -3.73616 -1.78052  -0.21
C -1.71607 -2.57944 -0.25946  -0.76
P -2.17668 -0.86676 -0.73615  1.07
H 3.01627 -3.86489 -2.28164  0.26
H -0.94013 -5.03319 -0.93778  0.25
H 1.35825 -5.77855 -1.86275  0.27
H -2.52668 -3.22568 -0.60590  0.30
H -1.78073 -2.62251 0.83246  0.29
H 2.20438 -0.99486 -2.66872  0.36
H 3.68262 -1.45595 -1.79212  0.28
H 0.50841 -0.14898 -3.42259  0.50
O 1.21432 -0.80152 -3.83173  -0.99
H 1.87956 -0.30805 -4.39929  0.49
H -1.15268 0.06535 -1.37652  0.16
O -0.32460 0.60761 -2.64079  -1.11
H -0.78590 1.29454 -3.13287  0.50
C -3.25212 -1.03533 -2.16710  -0.94
H -3.96747 -1.86162 -2.10626  0.29
H -3.80423 -0.11885 -2.37455  0.29
H -2.58470 -1.12667 -3.02367  0.29
C -3.12220 -0.13175 0.61851  -0.98
H -3.27276 0.94270 0.43813  0.30
H -4.11220 -0.59187 0.80668  0.30
H -2.54013 -0.15483 1.55374  0.28
C 3.39799 0.11167 0.81736  -0.98
H 4.44351 0.04445 0.49616  0.29
H 3.19969 1.02340 1.39035  0.28
H 3.09371 -0.71060 1.47327  0.28
C 2.56796 1.72590 -1.51089  -0.96
H 2.40557 2.52777 -0.77493  0.28
H 3.58853 1.74242 -1.92409  0.28
H 1.78570 1.80515 -2.28102  0.30
F -0.20249 2.89650 4.17970  -0.28
C -0.28954 2.27227 2.98482  0.89
F -1.58782 2.40989 2.55928  -0.33
F 0.45596 3.00089 2.08139  -0.33
C 0.21423 0.73085 3.03594  0.70
O 0.81967 0.29499 4.00532  -0.47
O -0.09104 0.12469 1.93181  -0.87

***

Record 2
C13H23FN3 | ωB97M-V/def2-TZVPD

Output
- frontier orbital gap (eV) = 9.59
- total charge = +1
- spin multiplicity = 1

Last column: natural (NBO) charge in e.
CARTESIAN COORDINATES (ANGSTROEM)
C -2.38485 6.64716 -3.73693  -0.14
C -2.60847 6.50025 -2.53898  -0.11
C -2.74910 5.83407 -1.11817  -0.29
N -3.38116 4.46482 -1.19218  -0.51
C -2.39862 3.32266 -1.21497  -0.29
C -1.18090 3.52264 -2.21161  0.03
F -0.28993 2.41794 -2.02752  -0.34
H -2.29682 6.60971 -4.86024  0.29
H -3.46304 6.48549 -0.52430  0.27
H -1.74864 5.80368 -0.59025  0.27
H -4.01315 4.36685 -0.37639  0.46
H -3.96250 4.41245 -2.04953  0.46
H -2.97266 2.39328 -1.54421  0.25
H -2.01979 3.07531 -0.17007  0.27
H -1.49158 3.62130 -3.30456  0.20
H -0.55510 4.44937 -1.99284  0.19
C 0.23338 -2.01433 -0.59950  -0.61
C 0.76773 -0.58580 -0.60529  -0.38
C 1.00914 -0.03225 0.80069  -0.52
C -0.27321 -0.01298 1.56443  0.31
N -1.27013 0.00038 2.15293  -0.37
H -0.74005 -2.07825 -0.10726  0.21
H 0.10380 -2.37521 -1.62234  0.21
H 0.92384 -2.68846 -0.08564  0.21
H 0.05915 0.05594 -1.13764  0.20
H 1.70705 -0.56108 -1.16423  0.21
H 1.40323 0.98510 0.74141  0.24
H 1.73664 -0.64697 1.33585  0.29
C 1.83895 -6.04656 1.46416  -0.61
C 3.21542 -5.85692 2.09312  -0.38
C 3.17986 -4.98919 3.35406  -0.51
C 2.66162 -3.62892 3.02287  0.33
N 2.26070 -2.57528 2.76523  -0.38
H 1.41310 -5.09624 1.13301  0.21
H 1.90836 -6.69366 0.58739  0.22
H 1.14431 -6.50677 2.17227  0.21
H 3.88470 -5.40768 1.35346  0.21
H 3.62841 -6.83663 2.34692  0.22
H 4.18360 -4.89427 3.77377  0.25
H 2.53673 -5.44096 4.11306  0.25

***

Record 3
C13H23N2OS | ωB97M-V/def2-TZVPD

Output
- frontier orbital gap (eV) = 7.75
- total charge = +1
- spin multiplicity = 1

Last column: natural (NBO) charge in e.
CARTESIAN COORDINATES (ANGSTROEM)
C 1.95332 -2.34038 0.25479  -0.64
C 3.39921 -2.29680 -0.52753  -0.42
C 3.65020 -0.94814 -1.43138  -0.42
C 4.33994 0.30438 -0.62772  -0.42
C 3.32332 1.15966 0.33243  -0.42
C 1.81700 1.38584 -0.27388  -0.41
C 0.73704 2.00081 0.84536  -0.43
C -0.60564 1.05548 0.82015  -0.40
C -2.01067 1.89685 1.15920  -0.47
C -3.22465 0.75913 0.98932  0.32
N -3.68737 0.39244 -0.27747  -0.24
N -3.15004 1.02000 -1.39603  -0.36
C -3.96287 0.88757 -2.49669  0.87
O -4.73774 0.58049 -3.55551  -0.40
C -4.75530 -0.68638 -0.22601  -0.28
C -4.86813 -1.36270 1.29957  -0.52
S -4.01571 -0.11950 2.46935  0.37
H 1.65850 -3.43576 0.62697  0.22
H 1.03757 -1.99595 -0.42013  0.20
H 2.06946 -1.70074 1.23689  0.20
H 3.38602 -3.21891 -1.28533  0.21
H 4.26772 -2.50462 0.22859  0.22
H 4.42938 -1.26408 -2.27894  0.22
H 2.65653 -0.69114 -1.99594  0.20
H 4.84994 0.99587 -1.44326  0.22
H 5.18281 -0.16159 0.07455  0.22
H 3.23668 0.69272 1.40567  0.21
H 3.80365 2.24741 0.43857  0.22
H 1.31592 0.38824 -0.65838  0.21
H 1.80291 2.14835 -1.18381  0.22
H 0.53971 3.14549 0.69820  0.23
H 1.24946 1.81839 1.90727  0.22
H -0.54620 0.16268 1.60845  0.23
H -0.81704 0.54962 -0.23961  0.21
H -2.16782 2.73386 0.35643  0.26
H -1.98207 2.36791 2.23056  0.27
H -5.74752 -0.55510 -0.83701  0.28
H -4.21013 -1.58111 -0.79764  0.24
H -4.26199 -2.38805 1.23391  0.27
H -5.95539 -1.44223 1.73606  0.28

***

Record 4
C13H23N3O4 | ωB97M-V/def2-TZVPD

Output
- frontier orbital gap (eV) = 9.37
- total charge = 0
- SMILES = O=C(NCCN1CCOCC1)C(=O)NC[C@H]1CCCO1
- spin multiplicity = 1
- ΔE to the lowest compared entry with this formula, charge and spin (kcal per mole) = 0.00

Last column: natural (NBO) charge in e.
CARTESIAN COORDINATES (ANGSTROEM)
O 2.03219 0.71465 -0.29535  -0.63
C 0.89589 0.27430 -0.24382  0.58
N -0.14689 0.83265 0.37780  -0.59
C -0.05663 2.01577 1.19283  -0.26
C 0.14817 1.70117 2.69412  -0.21
N -1.00405 1.28749 3.45407  -0.45
C -2.03222 2.29231 3.63806  -0.25
C -2.97800 1.80708 4.74022  -0.07
O -3.55554 0.56622 4.41021  -0.52
C -2.55824 -0.40433 4.19020  -0.07
C -1.60851 0.02747 3.06988  -0.25
C 0.49722 -1.02412 -0.95246  0.58
O -0.65228 -1.43666 -0.93034  -0.64
N 1.53861 -1.60763 -1.54747  -0.59
C 1.46245 -2.77045 -2.38945  -0.25
C 1.74715 -2.40690 -3.85928  0.09
C 0.70350 -1.44216 -4.44783  -0.44
C 1.55431 -0.43561 -5.22083  -0.43
C 2.83970 -0.43420 -4.39693  -0.07
O 3.01540 -1.77273 -3.96981  -0.54
H -1.01037 0.30443 0.32875  0.43
H 0.81465 2.57276 0.83896  0.23
H -0.95382 2.62195 1.05041  0.20
H 0.90315 0.91406 2.77606  0.20
H 0.54253 2.60056 3.17455  0.20
H -1.56649 3.23186 3.94117  0.21
H -2.62178 2.46384 2.72039  0.16
H -3.80663 2.50405 4.87651  0.19
H -2.41346 1.71770 5.68037  0.17
H -3.07981 -1.32498 3.92411  0.19
H -1.97942 -0.56071 5.11255  0.17
H -0.82808 -0.72309 2.93526  0.21
H -2.19510 0.11116 2.13828  0.16
H 2.42232 -1.11343 -1.49561  0.43
H 2.20063 -3.50500 -2.05595  0.21
H 0.45692 -3.18626 -2.29532  0.23
H 1.79904 -3.34092 -4.43469  0.18
H -0.01478 -1.96106 -5.07793  0.22
H 0.16205 -0.94356 -3.64330  0.21
H 1.09881 0.54944 -5.28377  0.22
H 1.75716 -0.80213 -6.22764  0.20
H 3.72679 -0.15194 -4.96609  0.19
H 2.74347 0.23695 -3.53094  0.16

***

Among the records above, which one has the highest total charge?
C13H23F3FeNO4P2